Entry from the Open Molecules 2025 dataset: 7 unconnected molecules or ions with the total composition C34H42O2 at a distorted geometry (wB97M-V/def2-TZVPD).

Geometry as XYZ:
```
78
Properties=species:S:1:pos:R:3:mulliken_charge:R:1
C 9.332 7.569 16.603 0.23
C 9.545 8.929 16.624 -0.62
C 8.534 9.740 17.072 -0.11
C 7.386 9.210 17.560 -0.69
C 7.173 7.863 17.582 -0.26
C 8.137 7.013 17.112 -0.78
H 10.109 6.888 16.283 0.41
H 10.514 9.371 16.402 0.41
H 8.607 10.810 17.081 0.40
H 6.572 9.872 17.897 0.34
H 6.213 7.481 17.925 0.36
H 7.954 5.927 16.950 0.33
C 15.033 11.259 9.681 -0.72
C 16.184 10.619 9.216 -0.21
C 16.153 9.389 8.655 -0.41
C 14.940 8.700 8.657 -0.50
C 13.862 9.222 9.321 0.07
C 13.913 10.508 9.909 -0.18
H 15.106 12.207 10.306 0.24
H 17.166 11.138 9.308 0.29
H 17.055 8.878 8.288 0.34
H 14.895 7.866 8.008 0.40
H 12.906 8.623 9.265 0.23
H 13.112 10.987 10.415 0.44
C 11.227 10.364 13.341 0.37
C 11.825 11.081 14.367 -0.59
C 12.722 10.476 15.266 -0.62
C 12.911 9.122 15.190 -0.67
C 12.350 8.367 14.121 -0.29
C 11.547 9.001 13.167 0.16
H 10.487 10.829 12.697 -0.38
H 11.704 12.147 14.521 0.38
H 13.180 11.161 16.011 0.31
H 13.527 8.603 15.905 0.41
H 12.754 7.368 14.016 0.27
H 11.285 8.483 12.257 0.53
C 6.318 12.602 15.622 -0.38
C 7.148 12.168 14.618 -0.10
C 8.374 12.762 14.416 0.06
C 8.771 13.771 15.260 -0.62
C 7.976 14.184 16.315 -0.42
C 6.751 13.624 16.545 -0.69
H 5.373 12.108 15.717 0.44
H 6.787 11.328 13.954 0.09
H 8.994 12.596 13.531 0.34
H 9.607 14.421 15.035 0.39
H 8.435 14.856 17.011 0.37
H 6.085 13.952 17.301 0.45
C 10.066 5.831 10.522 -0.76
C 9.313 5.554 11.643 -0.16
C 9.966 5.347 12.863 -0.38
C 11.338 5.308 12.886 -0.16
C 12.110 5.553 11.758 -0.77
C 11.442 5.866 10.594 -0.17
H 9.587 6.074 9.560 0.35
H 8.230 5.376 11.547 0.47
H 9.363 5.301 13.801 0.28
H 11.833 5.143 13.831 0.41
H 13.164 5.640 11.734 0.39
H 12.141 6.097 9.820 0.51
C 6.136 8.119 12.442 -1.54
C 7.134 7.898 13.515 0.24
O 8.292 8.735 13.246 0.44
H 6.552 8.161 11.432 0.31
H 5.452 9.006 12.638 0.32
H 5.460 7.197 12.371 0.37
H 7.380 6.851 13.298 0.10
H 6.673 8.217 14.502 0.18
H 8.872 8.719 14.072 -0.32
C 9.518 12.153 9.713 -1.41
C 9.575 10.764 10.306 0.51
O 8.600 10.779 11.308 -0.44
H 8.525 12.355 9.376 0.40
H 10.151 12.308 8.812 0.36
H 9.840 12.877 10.522 0.27
H 10.525 10.486 10.814 -0.07
H 9.306 9.972 9.544 0.27
H 8.618 9.935 11.755 0.17
```

Calculated values
Kohn-Sham gap, eV: 9.87
Net charge: 0
Structure (SMILES): c1ccccc1.c1ccccc1.c1ccccc1.c1ccccc1.c1ccccc1.CCO.CCO
Relative energy (zero: lowest compared OMol25 entry of this formula, charge and spin), kcal per mole: 29.0
Lowest unoccupied orbital energy, eV: 0.74


Entry from the Open Molecules 2025 dataset: 3 unconnected molecules or ions with the total composition H6O3 (wB97M-V/def2-TZVPD).

Geometry as XYZ:
```
9
Properties=species:S:1:pos:R:3:nbo_charge:R:1
O 1.456 -0.193 -0.744 -0.94
H 1.604 0.180 -1.613 0.47
H 0.515 -0.365 -0.713 0.47
O -3.894 -0.832 -1.976 -0.93
H -3.634 -0.491 -1.120 0.47
H -4.393 -0.119 -2.376 0.47
O 2.835 0.983 2.934 -0.94
H 2.531 0.610 2.107 0.47
H 2.979 0.225 3.501 0.47
```

Calculated values
Kohn-Sham gap, eV: 11.82
Net charge: 0
Structure (SMILES): O.O.O
Relative energy (zero: lowest compared OMol25 entry of this formula, charge and spin), kcal per mole: 13.4
Lowest unoccupied orbital energy, eV: 0.47


Entry from the Open Molecules 2025 dataset: 2 unconnected molecules or ions with the total composition CH3Br2ClOSi at a distorted geometry (wB97M-V/def2-TZVPD).

Geometry as XYZ:
```
9
Properties=species:S:1:pos:R:3:nbo_charge:R:1
C 0.444 0.979 -0.681 -0.27
O -0.771 0.474 -0.127 -0.90
Si -1.030 -1.037 0.446 1.52
Cl -2.492 -1.283 1.748 -0.29
Br -0.830 -2.441 -1.168 -0.23
Br 2.435 0.130 2.413 -0.44
H 0.234 2.116 -0.937 0.22
H 0.718 0.431 -1.570 0.18
H 1.291 0.631 -0.124 0.22
```

Calculated values
Kohn-Sham gap (spin up / spin down), eV: 7.47 / 4.76
Net charge: 0
Relative energy (zero: lowest compared OMol25 entry of this formula, charge and spin), kcal per mole: 104.5
Lowest unoccupied orbital energy (spin up / spin down), eV: -1.97 / -3.20


Entry from the Open Molecules 2025 dataset: 7 unconnected molecules or ions with the total composition C45H87BN5O9 at a distorted geometry (wB97M-V/def2-TZVPD).

Geometry as XYZ:
```
147
Properties=species:S:1:pos:R:3:mulliken_charge:R:1
C -4.212 1.598 -0.143 -0.59
O -2.787 1.531 0.216 -0.57
B -2.095 0.438 -0.545 0.42
O -2.586 -0.078 -1.868 -0.66
N -0.864 -0.157 0.052 1.60
C -0.166 0.641 1.092 -0.34
N -0.819 0.550 2.483 -0.54
C -0.042 -1.038 -0.806 -2.53
N -0.115 -2.538 -0.704 1.19
C 0.758 -3.136 0.358 -0.72
C 2.033 -2.211 0.838 0.74
C 3.202 -3.229 1.467 -0.89
N 2.629 -4.476 2.104 -0.40
C -1.492 -3.112 -0.798 -1.11
C -2.412 -3.042 0.553 0.02
C -3.993 -3.525 0.298 0.34
C -4.408 -4.371 1.680 -1.15
C -5.044 -2.235 0.265 -0.58
N 0.857 -0.545 -1.762 0.96
C 1.635 -1.543 -2.646 -0.24
C 0.654 -2.185 -3.839 0.10
O 1.336 -2.756 -4.871 -0.53
C 1.141 0.913 -2.013 -0.19
C 2.724 1.353 -1.781 0.35
C 3.439 1.550 -0.308 -0.20
C 5.053 1.948 -0.126 -0.71
C 6.034 2.169 -1.436 -0.31
C 5.331 2.028 -2.916 -0.80
C 3.716 1.631 -3.098 0.68
C 3.197 1.538 -4.668 -0.94
H -4.879 0.746 0.305 0.23
H -4.624 2.614 0.329 0.25
H -4.416 1.697 -1.307 0.26
H -3.283 -0.773 -1.646 0.28
H -0.255 1.793 0.792 0.39
H 0.977 0.441 1.245 -0.31
H -0.982 1.556 2.791 0.33
H -0.107 0.197 3.188 0.28
H 0.217 -3.489 1.335 0.29
H 1.239 -4.122 -0.113 0.18
H 2.567 -1.622 -0.018 -0.19
H 1.673 -1.562 1.743 -0.05
H 3.709 -2.597 2.339 0.34
H 4.073 -3.438 0.690 0.29
H 2.550 -5.168 1.298 0.25
H 3.403 -4.900 2.697 0.30
H -2.119 -2.640 -1.687 0.09
H -1.386 -4.268 -1.073 0.32
H -2.368 -2.033 1.144 0.11
H -1.974 -3.869 1.295 0.20
H -4.108 -4.236 -0.628 0.36
H -5.498 -4.796 1.642 0.35
H -3.597 -5.208 1.927 0.29
H -4.303 -3.583 2.571 0.19
H -5.459 -2.005 -0.808 0.23
H -4.466 -1.344 0.766 -0.08
H -5.941 -2.492 1.011 0.21
H 2.167 -2.385 -2.020 0.31
H 2.511 -1.004 -3.253 0.31
H -0.516 -2.105 -3.813 0.28
H 0.887 1.112 -3.163 0.09
H 0.498 1.674 -1.407 0.27
H 2.843 1.418 0.690 0.17
H 5.568 2.067 0.940 0.28
H 7.188 2.418 -1.259 0.40
H 5.995 2.201 -3.864 0.28
H 3.339 0.483 -5.156 0.28
H 3.880 2.284 -5.303 0.40
H 2.093 1.958 -4.800 0.09
C 2.119 -5.892 6.148 -0.51
C 3.408 -6.498 6.640 -0.50
C 3.162 -7.977 6.433 -0.43
O 2.282 -8.098 5.307 -0.43
C 1.764 -6.799 4.991 -0.01
H 2.211 -4.843 5.855 0.31
H 1.353 -5.965 6.929 0.28
H 4.239 -6.166 6.007 0.24
H 3.645 -6.246 7.677 0.32
H 2.659 -8.421 7.299 0.27
H 4.084 -8.533 6.242 0.27
H 2.242 -6.465 4.064 -0.08
H 0.685 -6.863 4.824 0.26
C -0.796 2.873 -8.540 -0.59
C -0.899 1.377 -8.384 -0.54
C 0.416 1.037 -7.718 -0.38
O 0.787 2.173 -6.925 -0.31
C -0.064 3.273 -7.278 -0.30
H -1.763 3.371 -8.648 0.34
H -0.186 3.113 -9.419 0.27
H -1.732 1.131 -7.716 0.24
H -1.049 0.846 -9.328 0.35
H 1.206 0.874 -8.458 0.28
H 0.346 0.150 -7.081 0.19
H -0.761 3.435 -6.449 0.20
H 0.538 4.176 -7.410 0.22
C -8.669 -3.204 4.495 -0.61
C -8.236 -4.240 5.500 -0.54
C -6.850 -4.597 5.009 -0.47
O -6.315 -3.423 4.383 -0.32
C -7.375 -2.471 4.217 -0.05
H -9.463 -2.545 4.857 0.36
H -9.023 -3.698 3.582 0.26
H -8.174 -3.786 6.496 0.26
H -8.904 -5.103 5.558 0.34
H -6.887 -5.390 4.255 0.27
H -6.188 -4.916 5.819 0.28
H -7.214 -1.663 4.939 0.11
H -7.339 -2.050 3.209 0.16
C 9.042 5.982 -0.228 -0.58
C 10.331 5.376 0.264 -0.53
C 10.085 3.897 0.057 -0.41
O 9.205 3.775 -1.069 -0.38
C 8.687 5.075 -1.385 -0.34
H 9.134 7.031 -0.521 0.34
H 8.276 5.909 0.553 0.27
H 11.162 5.708 -0.369 0.25
H 10.569 5.628 1.301 0.32
H 9.582 3.453 0.923 0.25
H 11.007 3.341 -0.134 0.28
H 9.165 5.409 -2.312 0.26
H 7.608 5.011 -1.553 0.29
C -1.065 8.748 -7.680 -0.51
C -0.256 8.823 -6.410 -0.54
C 0.231 7.398 -6.261 -0.41
O 0.363 6.862 -7.585 -0.35
C -0.268 7.763 -8.506 -0.44
H -1.195 9.714 -8.175 0.33
H -2.058 8.337 -7.463 0.26
H 0.597 9.496 -6.554 0.26
H -0.826 9.172 -5.545 0.32
H -0.498 6.783 -5.723 0.25
H 1.191 7.335 -5.742 0.31
H 0.522 8.269 -9.072 0.26
H -0.892 7.200 -9.205 0.26
C -3.513 -0.040 7.311 -0.49
C -4.346 0.949 8.085 -0.54
C -5.512 1.182 7.148 -0.51
O -5.703 -0.033 6.410 -0.36
C -4.571 -0.885 6.635 -0.19
H -2.835 -0.627 7.936 0.35
H -2.917 0.486 6.557 0.21
H -4.701 0.488 9.014 0.26
H -3.813 1.868 8.340 0.34
H -5.291 1.979 6.429 0.27
H -6.432 1.438 7.680 0.27
H -4.896 -1.707 7.283 0.22
H -4.230 -1.304 5.685 0.14
```

Calculated values
Kohn-Sham gap, eV: 6.89
Net charge: +1
Lowest unoccupied orbital energy, eV: -3.78


Entry from the Open Molecules 2025 dataset: C4H5NO in the gas phase at a distorted geometry (wB97M-V/def2-TZVPD).

Geometry as XYZ:
```
11
Properties=species:S:1:pos:R:3:nbo_charge:R:1
C -1.611 0.519 0.719 -0.67
C -0.272 0.143 0.203 0.50
C 1.788 -0.133 -0.150 -0.12
C 1.139 -0.790 -1.124 0.03
H -1.706 1.597 0.892 0.24
H -1.840 -0.031 1.671 0.24
H -2.408 0.199 0.018 0.23
H 2.874 0.021 -0.006 0.22
H 1.394 -1.382 -1.996 0.21
N 0.860 0.465 0.706 -0.47
O -0.219 -0.609 -0.932 -0.42
```

Calculated values
Kohn-Sham gap, eV: 10.32
Net charge: 0
Structure (SMILES): Cc1ncco1
Relative energy (zero: lowest compared OMol25 entry of this formula, charge and spin), kcal per mole: 7.8
Lowest unoccupied orbital energy, eV: 1.05


Entry from the Open Molecules 2025 dataset: 2 unconnected molecules or ions with the total composition C5H8O (wB97M-V/def2-TZVPD).

Geometry as XYZ:
```
14
Properties=species:S:1:pos:R:3:nbo_charge:R:1
C 1.563 0.015 -0.521 -0.38
C 1.742 0.513 0.804 -0.35
C 0.385 0.927 0.042 -0.32
C -0.755 0.226 0.247 0.39
C -1.563 -0.918 0.548 -0.14
O -2.073 0.383 0.084 -0.43
H 1.264 -1.044 -0.492 0.16
H -0.337 -0.347 -2.395 0.03
H 2.246 1.474 0.947 0.22
H 1.723 -0.096 1.715 0.19
H 0.315 1.963 -0.269 0.25
H -1.023 -0.227 -2.146 -0.03
H -1.735 -1.729 -0.160 0.21
H -1.753 -1.141 1.594 0.20
```

Calculated values
Kohn-Sham gap (spin up / spin down), eV: 8.00 / 8.00
Net charge: 0
Relative energy (zero: lowest compared OMol25 entry of this formula, charge and spin), kcal per mole: 156.7
Lowest unoccupied orbital energy (spin up / spin down), eV: 0.59 / 0.59


Entry from the Open Molecules 2025 dataset: 3 unconnected molecules or ions with the total composition C19H40N3O5P at a distorted geometry (wB97M-V/def2-TZVPD).

Geometry as XYZ:
```
68
Properties=species:S:1:pos:R:3:nbo_charge:R:1
O 1.206 6.124 4.330 -1.02
P 0.896 4.752 3.604 1.51
N 2.453 3.819 3.585 -0.91
C 3.087 4.253 2.247 0.84
O 3.441 5.563 2.177 -0.53
O 3.304 3.355 1.101 -0.72
H -0.183 4.006 4.203 -0.04
H 0.585 5.008 2.195 -0.04
H 2.243 2.790 3.572 0.39
H 2.418 3.268 0.600 0.51
C -1.652 0.472 -2.130 -0.63
C -1.634 1.505 -0.969 0.11
C -3.102 1.747 -0.521 -0.42
C -3.885 2.573 -1.546 -0.40
C -3.179 3.891 -1.828 -0.42
C -1.698 3.714 -2.260 0.11
N -0.939 2.780 -1.363 -0.03
O -0.664 3.486 -0.173 -0.38
C -1.623 3.210 -3.728 -0.62
C -1.042 5.133 -2.357 -0.60
C -0.837 0.739 0.147 -0.60
H -2.050 -0.490 -1.778 0.22
H -2.300 0.737 -2.959 0.21
H -0.646 0.288 -2.522 0.22
H -3.128 2.264 0.446 0.21
H -3.614 0.789 -0.365 0.22
H -4.017 2.006 -2.474 0.19
H -4.898 2.763 -1.166 0.22
H -3.735 4.438 -2.599 0.22
H -3.234 4.509 -0.921 0.21
H -0.592 2.948 -3.997 0.22
H -1.955 3.984 -4.426 0.22
H -2.262 2.358 -3.938 0.20
H -1.095 5.694 -1.418 0.23
H -1.553 5.750 -3.108 0.21
H 0.010 5.060 -2.658 0.22
H 0.192 0.554 -0.171 0.22
H -1.304 -0.229 0.359 0.23
H -0.812 1.281 1.099 0.22
C 1.977 -5.019 2.531 -0.63
C 0.829 -4.131 1.977 0.12
C -0.142 -5.046 1.181 -0.42
C 0.459 -5.496 -0.154 -0.40
C 0.878 -4.295 -0.988 -0.42
C 1.834 -3.329 -0.236 0.11
N 1.352 -2.992 1.144 -0.04
O 0.294 -2.069 0.995 -0.35
C 3.262 -3.938 -0.159 -0.62
C 2.056 -2.063 -1.131 -0.60
C 0.144 -3.613 3.292 -0.60
H 1.579 -5.763 3.234 0.22
H 2.489 -5.614 1.781 0.21
H 2.723 -4.424 3.069 0.22
H -1.089 -4.525 0.987 0.21
H -0.402 -5.932 1.775 0.22
H 1.314 -6.159 0.015 0.20
H -0.279 -6.096 -0.704 0.22
H 1.348 -4.648 -1.915 0.22
H -0.030 -3.758 -1.296 0.21
H 3.908 -3.334 0.488 0.22
H 3.729 -3.970 -1.148 0.22
H 3.288 -4.967 0.190 0.21
H 1.124 -1.547 -1.382 0.22
H 2.519 -2.337 -2.089 0.21
H 2.726 -1.347 -0.639 0.22
H 0.830 -2.981 3.862 0.22
H -0.150 -4.453 3.931 0.21
H -0.772 -3.042 3.097 0.23
```

Calculated values
Kohn-Sham gap (spin up / spin down), eV: 9.77 / 9.07
Net charge: 0
2S+1: 3
Lowest unoccupied orbital energy (spin up / spin down), eV: 0.26 / -0.81


Entry from the Open Molecules 2025 dataset: a molecular structure, C39H30B2BrO26 at a distorted geometry (wB97M-V/def2-TZVPD).

Geometry as XYZ:
```
98
Properties=species:S:1:pos:R:3:mulliken_charge:R:1
C 2.853 -2.910 -3.661 -0.75
C 2.068 -3.300 -4.788 0.08
B 1.201 -4.135 -5.957 0.61
Br 2.465 -5.488 -6.821 -0.45
C -0.083 -4.903 -5.211 -0.63
B -1.216 -3.839 -4.625 0.61
O -1.410 -2.449 -5.117 -0.55
O -2.106 -4.241 -3.480 -0.60
H 3.511 -2.897 -2.665 0.22
H 0.846 -3.346 -6.776 -0.24
H -0.540 -5.683 -5.987 0.16
H 0.292 -5.515 -4.257 0.08
H -1.674 -1.939 -4.273 0.45
H -2.445 -5.163 -3.760 0.25
C -0.106 0.147 -6.667 -0.49
C -0.026 1.116 -5.753 0.07
C 0.127 2.543 -6.150 0.82
O 0.178 3.413 -5.288 -0.65
C 0.217 2.853 -7.585 -1.00
C 0.141 1.884 -8.499 0.39
C -0.040 0.460 -8.103 0.76
O -0.125 -0.407 -8.967 -0.61
O 0.227 2.168 -9.850 -0.58
O -0.084 0.828 -4.402 -0.39
H -0.220 -0.894 -6.393 0.69
H 0.346 3.892 -7.859 0.41
H 0.143 1.302 -10.305 0.35
H -0.007 1.695 -3.947 0.24
C -3.670 1.815 -0.858 -0.92
C -4.511 1.046 -0.162 0.30
C -4.735 -0.380 -0.526 1.05
O -5.500 -1.067 0.143 -0.69
C -4.021 -0.914 -1.696 -0.64
C -3.183 -0.145 -2.393 0.03
C -2.937 1.274 -2.013 0.88
O -2.147 1.951 -2.662 -0.58
O -2.510 -0.639 -3.495 -0.50
O -5.205 1.548 0.923 -0.64
H -3.495 2.852 -0.603 0.42
H -4.207 -1.948 -1.960 0.52
H -1.965 0.108 -3.826 0.14
H -5.745 0.799 1.257 0.34
C 3.520 -1.093 0.628 -0.93
C 3.279 0.074 1.228 0.20
C 1.891 0.595 1.378 1.04
O 1.699 1.661 1.951 -0.63
C 0.791 -0.206 0.819 -1.05
C 1.033 -1.372 0.216 0.34
C 2.417 -1.905 0.091 0.82
O 2.606 -2.988 -0.453 -0.63
O 0.003 -2.128 -0.314 -0.35
O 4.310 0.844 1.733 -0.60
H 4.523 -1.484 0.514 0.46
H -0.211 0.192 0.919 0.71
H 0.434 -2.924 -0.694 0.32
H 3.879 1.638 2.118 0.30
C -0.759 3.849 3.867 -0.90
C -0.601 4.083 5.171 0.22
C -1.571 3.563 6.174 1.02
O -1.388 3.778 7.367 -0.64
C -2.730 2.803 5.681 -0.87
C -2.891 2.572 4.377 0.28
C -1.906 3.068 3.377 0.90
O -2.071 2.824 2.186 -0.48
O -3.980 1.861 3.907 -0.55
O 0.473 4.818 5.638 -0.48
H -0.061 4.219 3.127 0.43
H -3.437 2.446 6.419 0.44
H -3.868 1.827 2.932 0.28
H 0.365 4.846 6.614 0.38
C 5.726 3.655 5.290 -0.98
C 6.266 4.670 4.612 0.37
C 5.432 5.801 4.119 0.90
O 5.960 6.729 3.515 -0.62
C 3.985 5.755 4.377 -0.74
C 3.445 4.738 5.053 -0.08
C 4.282 3.621 5.569 1.05
O 3.759 2.710 6.202 -0.65
O 2.084 4.687 5.297 -0.25
O 7.622 4.707 4.343 -0.58
H 6.320 2.828 5.656 0.43
H 3.388 6.575 3.998 0.44
H 1.941 3.857 5.802 0.37
H 7.765 5.540 3.843 0.35
C -2.908 -6.062 3.333 -0.84
C -3.091 -4.938 2.638 0.24
C -1.938 -4.146 2.127 0.95
O -2.138 -3.128 1.475 -0.45
C -0.582 -4.627 2.436 -0.86
C -0.398 -5.749 3.134 0.41
C -1.552 -6.555 3.621 0.84
O -1.351 -7.592 4.244 -0.63
O 0.873 -6.205 3.430 -0.58
O -4.363 -4.467 2.365 -0.58
H -3.737 -6.648 3.708 0.41
H 0.248 -4.033 2.074 0.46
H 0.741 -7.034 3.941 0.34
H -4.230 -3.642 1.849 0.29
```

Calculated values
Kohn-Sham gap, eV: 4.44
Net charge: -1
Lowest unoccupied orbital energy, eV: -0.55


Number 1: DFT total energy -40031.943 eV. Number 2: DFT total energy -6239.673 eV. Number 3: DFT total energy -163618.745 eV. Number 4: DFT total energy -74607.508 eV. Number 5: DFT total energy -7766.187 eV. Number 6: DFT total energy -7355.458 eV. Number 7: DFT total energy -44342.007 eV. Number 8: DFT total energy -165553.499 eV.